(1)
Molecular formula: C32H84N7O19
Method: DFT, ωB97M-V with the def2-TZVPD basis set

```
142
Properties=species:S:1:pos:R:3:forces:R:3:lowdin_charge:R:1
C -3.9257 10.0827 -7.7553 -0.726 1.168 1.427 0.01
N -5.1846 9.7449 -6.9623 -0.012 -1.514 0.664 -0.30
C -5.2966 10.8405 -5.8996 1.365 0.733 -1.974 0.03
C -6.5135 9.6902 -7.6814 0.986 1.480 -1.777 -0.01
C -4.9781 8.2302 -6.4973 -0.951 0.138 0.630 -0.10
C -6.1740 7.4755 -5.9717 2.541 0.022 -1.374 -0.24
O -7.1760 8.1098 -5.4848 -5.053 1.865 2.959 -0.01
H -3.1319 10.0443 -7.0192 0.208 -0.258 0.062 0.10
H -3.9181 11.1165 -8.1052 -0.535 -0.111 -0.092 0.12
H -3.7335 9.4032 -8.5240 0.043 -0.896 -0.894 0.05
H -4.3423 11.1301 -5.3896 -0.767 -0.783 -0.576 0.13
H -6.0464 10.5575 -5.2528 -1.443 -0.605 1.675 0.06
H -5.6548 11.7172 -6.4842 0.312 -0.440 0.513 0.12
H -6.3749 10.5249 -8.3904 -0.856 -0.255 0.071 0.11
H -7.3803 9.8378 -7.0291 0.649 -0.037 -0.046 0.11
H -6.5839 8.7612 -8.2550 0.013 0.257 0.328 0.09
H -4.0768 8.3221 -5.8632 -0.098 -0.353 -0.161 0.13
H -4.9550 7.6291 -7.4264 1.619 0.852 0.502 0.09
H -6.1076 6.4333 -5.9239 0.124 -1.399 -0.164 0.08
H 7.7770 -6.2127 -6.3904 0.023 0.079 0.051 -0.30
H -8.0380 7.6475 -5.1777 2.632 0.560 -0.910 0.19
C -2.1938 -1.0559 3.5275 -0.262 0.131 -1.353 0.03
N -1.8266 -2.2070 2.6256 -0.850 -0.387 1.066 -0.38
C -0.5888 -1.8555 1.9355 0.603 2.074 0.537 0.00
C -1.6012 -3.4061 3.4733 -0.316 -0.702 0.005 -0.01
C -2.9469 -2.5961 1.6379 -0.761 1.337 -0.273 -0.04
C -3.0803 -1.4376 0.5913 3.553 -2.326 -0.224 -0.21
O -2.4723 -1.9644 -0.5953 -0.832 1.052 -0.918 -0.07
H -1.3100 -0.6985 4.1006 -0.762 -0.261 -0.555 0.13
H -2.9763 -1.4323 4.1397 -0.529 -0.028 0.892 0.09
H -2.6537 -0.3241 2.8349 0.641 0.144 0.860 0.11
H -0.7215 -0.9445 1.3146 0.136 -0.939 0.198 0.12
H -0.3364 -2.7100 1.4117 1.013 -1.427 -1.488 0.09
H 0.1926 -1.5918 2.6764 -0.525 -0.451 -0.274 0.13
H -2.4132 -3.4831 4.1721 -0.569 -0.090 0.142 0.11
H -0.7221 -3.2754 4.0540 0.937 0.134 0.316 0.09
H -1.5265 -4.3357 2.8954 0.214 0.505 -0.023 0.10
H -3.9532 -2.6067 2.1210 1.142 -0.523 0.459 0.15
H -2.6557 -3.5956 1.2356 -0.393 1.062 0.006 0.16
H -2.4048 -0.6804 1.0215 -0.896 0.482 -0.662 0.08
H -4.0510 -1.0880 0.4772 -1.806 0.531 -0.296 0.10
H -5.0257 6.9544 -9.8525 -0.043 -0.032 0.217 0.07
C 2.4287 -2.3205 11.6939 -1.338 -0.248 -1.231 -0.06
C 1.1788 -1.6364 11.0949 1.358 -1.593 -0.281 -0.44
C 0.8664 -0.3831 11.8236 -0.173 1.770 0.010 -0.23
O -0.4743 0.0512 11.5905 0.485 -0.510 0.877 -0.18
C -0.6012 1.3899 12.0059 -1.616 0.829 -0.823 -0.14
N 1.4880 -1.5055 9.6573 -2.245 0.919 0.092 0.03
H 0.8932 -0.7067 9.3803 0.548 -0.581 -0.464 0.08
H 2.4337 -1.2298 9.5323 0.911 0.430 -0.048 0.04
H -4.3018 8.2684 -10.0843 -0.571 -0.866 1.164 0.10
H 3.2532 -1.7054 11.3981 0.886 0.335 0.489 0.07
H 2.5141 -3.2513 11.1485 0.261 -0.324 -0.084 0.08
H 2.3539 -2.5694 12.7294 0.150 0.243 0.753 0.07
H 0.3537 -2.3510 11.1472 -0.242 0.302 0.316 0.14
H 1.4430 0.5212 11.4887 0.526 -1.084 0.143 0.14
H 1.0834 -0.5319 12.8923 -0.369 0.151 -0.024 0.13
H -0.1843 1.7102 12.9850 -0.140 -0.672 -0.520 0.11
H -1.6750 1.6130 11.9400 0.086 -0.200 0.726 0.09
H -0.2651 2.0434 11.2019 0.908 0.238 0.046 0.08
C -9.8176 -1.6715 -3.9150 0.444 1.763 0.650 -0.04
C -9.3711 -1.5310 -2.4027 -1.108 -0.129 -0.278 -0.39
C -8.7408 -2.8986 -1.9442 -0.518 1.186 0.529 -0.16
O -8.0166 -2.6745 -0.6997 -1.721 -0.664 -0.283 -0.24
C -8.9136 -2.6595 0.4542 -0.912 -1.492 -0.974 -0.07
N -8.3444 -0.5207 -2.2308 1.325 0.447 -2.173 0.02
H -8.5542 0.3441 -2.7186 -0.339 -0.124 0.037 0.10
H -8.1213 -0.2745 -1.3000 -0.040 -0.105 1.151 0.08
H -6.0343 -1.9479 -1.6733 0.709 -0.142 -0.784 0.11
H -9.1027 -2.3064 -4.4181 0.322 0.088 -0.414 0.06
H -9.9734 -0.6817 -4.4913 0.557 -1.407 1.124 0.11
H -10.7590 -2.1650 -3.9804 -0.785 -0.467 0.152 0.06
H -10.2275 -1.1485 -1.7784 0.323 -1.173 -0.568 0.14
H -8.0104 -3.1645 -2.6982 0.406 0.000 -0.037 0.11
H -9.4697 -3.7413 -1.9273 0.324 0.649 0.470 0.14
H -9.8196 -2.0061 0.3336 0.981 -0.373 -0.093 0.10
H -8.2867 -2.3184 1.2353 0.313 0.386 0.997 0.06
H -9.3104 -3.7128 0.7177 0.756 1.499 -0.582 0.12
C 12.9852 -2.6466 -5.0446 -1.592 -1.286 -1.596 -0.03
C 12.4928 -2.1977 -3.7496 -0.395 1.432 3.026 -0.09
C -3.2731 0.2203 -8.1447 -1.394 -3.057 -0.088 0.08
O -2.5587 1.0633 -8.7080 -0.261 1.474 0.214 -0.07
C -2.0005 0.9040 -10.0490 1.103 0.944 2.642 0.07
N 12.4153 -2.9211 -2.6824 1.160 0.519 -3.774 0.20
H 12.0733 -2.7094 -1.6929 -0.505 0.027 0.868 0.02
H 12.5546 -3.8854 -2.8589 0.345 -1.381 0.181 0.13
H 8.9307 -2.6474 -2.1218 0.053 -0.026 -0.289 0.15
H 14.0396 -2.7414 -5.0437 1.314 0.752 -0.097 0.09
H 12.5604 -2.2102 -5.9746 0.586 0.548 0.985 0.11
H 12.7365 -3.6941 -5.2203 -0.374 -0.338 0.475 0.10
H 12.2373 -1.1522 -3.4412 0.311 -0.563 -1.247 0.16
H -3.8003 0.4912 -7.2550 0.093 0.392 0.620 0.10
H -3.4601 -0.8432 -8.5237 0.515 1.591 0.103 0.14
H -2.2521 1.8701 -10.4714 0.479 -0.262 -0.651 0.12
H -2.4567 0.0568 -10.4367 -0.617 -1.380 -1.359 0.08
H -0.9703 0.7374 -9.7043 0.104 0.245 -1.448 0.13
C 11.5209 -1.5001 2.4334 -0.144 -0.066 0.690 0.06
C 11.9330 -2.8876 2.9355 -0.448 0.453 -2.219 -0.29
O 12.2821 -3.7765 2.0055 -0.351 1.132 1.408 0.13
N 11.8709 -3.3265 4.1573 1.362 -1.674 -1.143 0.07
H 11.9940 -3.4709 1.0914 -0.007 0.020 -0.322 0.10
H 12.1775 -4.3098 4.1943 -0.249 0.496 -0.024 0.19
C 11.3330 -2.8416 5.3994 -1.045 1.247 -0.698 -0.01
H 10.9615 -0.9567 3.1948 -0.213 -0.228 -0.008 0.09
H 10.9166 -1.6187 1.5265 0.021 -0.185 0.335 0.08
H 12.3220 -0.7966 2.1616 0.325 -0.811 0.156 0.11
H 10.2843 -3.1923 5.4046 0.377 0.685 0.453 0.12
H 11.4882 -1.7573 5.4990 -0.539 -0.363 -0.143 0.11
H 11.8682 -3.2829 6.1912 0.597 -0.677 0.912 0.08
C 2.9413 -5.4422 1.5647 -1.360 0.511 -0.496 0.02
C 1.8227 -5.5951 2.5671 -0.901 1.170 -0.450 -0.55
O 0.6553 -5.2798 2.3248 0.035 -0.156 0.011 0.00
N 2.2229 -5.9637 3.7802 1.578 -0.051 -1.143 -0.01
H -6.6568 -0.5627 -3.2603 -0.477 -0.290 0.684 0.07
H 3.2011 -6.1616 3.7820 0.293 -0.262 0.712 0.13
C 1.4241 -6.0954 4.9254 -1.801 -0.687 0.313 -0.07
H 3.8639 -5.3143 2.0953 0.811 -0.537 -0.235 0.07
H 2.7639 -4.4975 1.0337 -0.022 -0.278 0.038 0.09
H 2.8364 -6.2430 0.8215 0.662 0.112 0.287 0.10
H 2.0492 -6.4667 5.7248 -0.071 0.304 0.412 0.09
H 0.6522 -6.8761 4.7300 0.289 0.567 0.312 0.11
H 0.8970 -5.1441 5.1437 0.411 -0.547 0.243 0.09
O -4.6713 7.7004 -9.3474 0.534 0.531 -2.256 -0.09
C -5.3325 11.5727 2.0035 -3.871 0.852 1.201 -0.33
O -5.7557 11.8219 3.1081 2.711 -1.045 -3.624 0.16
O -5.2852 11.3726 0.8375 1.161 0.193 2.418 0.17
H -13.8419 4.2406 5.8810 0.029 -0.005 -0.029 -0.15
O 9.4095 -3.3502 0.2028 -1.849 1.128 -0.749 0.07
C 10.1132 -2.9509 -0.7114 4.135 -2.604 1.659 -0.68
O 11.4163 -3.0500 -0.5398 -0.245 1.075 1.091 -0.09
O 9.8937 -2.6489 -1.9905 -2.443 0.568 0.120 0.13
H 7.9742 -2.3883 0.7284 1.355 -1.498 0.284 0.03
O 5.7028 -1.3474 -0.8940 -0.771 -1.738 0.296 0.12
C 6.3108 -2.3174 -0.1479 2.533 1.949 -0.171 -0.59
O 7.3206 -1.7190 0.6175 -2.795 0.933 -0.859 0.07
O 6.1996 -3.4924 -0.2631 -0.965 0.171 -0.058 0.15
H 6.0093 -0.4674 -0.6873 0.460 0.238 0.453 0.11
O -3.6401 -1.1464 -3.4500 -2.402 -0.199 0.694 0.07
C -4.8181 -1.2090 -3.0826 2.228 0.029 0.462 -0.62
O -5.7337 -0.3568 -3.5030 0.384 0.002 -0.622 0.13
O -5.1571 -2.1091 -2.1188 -0.901 0.600 0.028 0.10
H -2.8264 -1.5683 -1.4502 0.427 -0.567 1.406 0.09
```
Forces are in eV/Å.

For the HOMO energy, the calculation gives -8.22 eV. The LUMO energy is -7.573 eV. For the orbital gap, the calculation gives 0.024 hartree. As for the charge: +3. For the total energy, the calculation gives -3080.98437 Eh.

(2)
Molecular formula: C17H27NO4
Method: DFT, ωB97M-V with the def2-TZVPD basis set

```
49
Properties=species:S:1:pos:R:3:forces:R:3:nbo_charge:R:1
C 1.8168 3.1977 -3.9801 0.047 0.084 -0.017 -0.22
C 0.5091 3.2961 -3.5361 -0.038 0.107 0.007 -0.21
C -0.1585 2.1698 -3.0898 0.039 -0.094 -0.066 -0.21
C 0.4684 0.9285 -3.0794 -0.103 -0.001 -0.116 -0.06
C -0.2519 -0.2924 -2.5522 -0.018 -0.094 0.084 -0.22
N 0.0339 -0.6668 -1.1773 0.047 -0.087 -0.143 -0.44
C 1.3688 -1.1757 -0.9460 -0.091 -0.339 0.361 -0.23
C 1.4175 -2.1526 0.2312 0.179 0.187 -0.193 -0.09
O 0.6839 -3.3187 -0.1113 0.077 0.216 -0.211 -0.54
C 0.0856 -3.9855 0.9661 -0.417 0.095 0.198 -0.07
C -1.1424 -3.2614 1.5345 0.205 -0.297 -0.172 -0.10
O -0.7147 -2.2875 2.4617 0.149 0.103 0.063 -0.55
C -1.7561 -1.5528 3.0543 0.091 0.322 0.214 -0.09
C -1.1199 -0.4396 3.8940 -0.238 -0.430 -0.092 -0.08
O -0.5442 0.5899 3.1315 0.208 0.029 -0.202 -0.54
C -1.4413 1.5901 2.6984 0.105 0.352 -0.055 -0.10
C -0.6400 2.6960 1.9954 -0.266 -0.162 0.304 -0.08
O -0.4990 2.5478 0.6096 -0.074 -0.072 -0.176 -0.53
C 0.3314 1.4858 0.1672 0.050 -0.121 -0.259 -0.10
C -0.4897 0.2157 -0.1602 0.047 0.204 0.152 -0.26
C 1.7763 0.8393 -3.5418 -0.061 -0.010 0.018 -0.16
C 2.4476 1.9656 -3.9844 0.122 0.004 -0.019 -0.23
H 2.3405 4.0766 -4.3266 0.036 0.064 -0.029 0.21
H 0.0080 4.2530 -3.5361 -0.038 0.080 0.003 0.21
H -1.1761 2.2562 -2.7371 -0.135 -0.011 0.058 0.21
H -0.0028 -1.1582 -3.1744 -0.060 0.066 -0.016 0.20
H -1.3316 -0.1288 -2.6216 0.041 -0.025 -0.076 0.20
H 2.1119 -0.3802 -0.7723 0.049 -0.089 -0.068 0.17
H 1.6643 -1.7366 -1.8349 0.108 0.064 -0.022 0.20
H 1.0149 -1.6943 1.1358 0.047 0.019 -0.020 0.20
H 2.4667 -2.4286 0.4220 -0.109 0.069 0.004 0.17
H -0.2286 -4.9523 0.5649 0.009 0.029 0.129 0.19
H 0.8034 -4.1474 1.7821 -0.057 -0.074 -0.020 0.17
H -1.6961 -2.7917 0.7089 0.022 -0.042 0.036 0.18
H -1.8018 -3.9870 2.0359 0.041 0.030 -0.049 0.17
H -2.4167 -1.1285 2.2831 0.018 -0.024 0.054 0.17
H -2.3633 -2.2034 3.7038 0.026 0.073 -0.051 0.17
H -0.2960 -0.8782 4.4628 -0.148 -0.011 0.060 0.20
H -1.8682 -0.0319 4.5887 0.059 -0.033 -0.018 0.17
H -1.9607 2.0151 3.5719 0.033 -0.037 -0.073 0.17
H -2.1968 1.1909 2.0094 0.012 0.031 0.026 0.17
H 0.3432 2.7537 2.4838 -0.085 0.052 0.004 0.18
H -1.1602 3.6492 2.1186 0.054 -0.075 0.101 0.19
H 0.8178 1.8553 -0.7403 0.036 -0.120 0.188 0.20
H 1.0963 1.2671 0.9203 0.018 0.032 -0.015 0.17
H -0.6081 -0.3631 0.7567 -0.147 0.038 0.084 0.21
H -1.4791 0.5443 -0.4903 -0.006 0.016 0.067 0.20
H 2.2723 -0.1204 -3.5622 0.043 -0.114 -0.003 0.20
H 3.4651 1.8800 -4.3379 0.073 -0.002 -0.033 0.21
```
Forces are in eV/Å.

For the HOMO energy, the calculation gives -7.95 eV. The LUMO energy is 0.973 eV. For the orbital gap, the calculation gives 0.328 hartree. As for the relative energy (zero: lowest compared OMol25 entry of this formula, charge and spin): 73.5 kcal/mol. For the total energy, the calculation gives -1019.61463 Eh. The structure (SMILES) is c1ccc(CN2CCOCCOCCOCCOCC2)cc1.